46
Properties=species:S:1:pos:R:3:forces:R:3 method="wB97M-V/def2-TZVPD" energy_ev=-39444.6939 multiplicity=1 e_above_lowest_ev=1.6406 lumo_energy_ev=0.4 total_charge=0 largest_force_ev_per_a=0.75 homo_lumo_gap_ha=0.2993 e_homo_ev=-7.8
S 4.7960 0.2922 -0.3589 0.6651 0.2956 -0.1595
O -2.5654 0.2689 2.7265 0.1793 -0.2326 -0.1434
O 1.8398 2.3189 2.4346 -0.0594 -0.5013 -0.1779
N -1.5995 0.0637 -1.0260 -0.2687 0.1510 0.1424
N 2.4460 -0.8503 -0.7796 -0.3418 0.1212 0.4636
N 2.8009 0.1208 1.3011 0.0466 0.0714 0.2690
C -2.7960 -2.8835 -2.8884 -0.1291 0.0185 0.1055
C -0.3900 1.3677 2.6599 -0.2041 0.2380 0.1242
C 1.4622 0.1230 1.7153 -0.3536 0.1619 0.1006
C -0.6190 -2.1415 -3.6396 -0.0428 -0.0096 0.0306
C 0.2305 -0.0697 -2.3199 0.0481 0.3634 0.0308
C -0.3762 0.6121 -1.3030 0.1961 0.0711 -0.2491
C 1.4272 3.5063 3.0650 -0.0703 0.2744 0.1363
C -3.1397 1.3965 3.3414 -0.1077 0.1949 0.0976
C -1.8003 -1.0048 -1.8506 0.1540 -0.2846 -0.3551
C -1.2275 0.2735 2.4574 0.2082 -0.2877 -0.1157
C 2.5869 -0.8587 -2.2146 0.1230 0.0186 -0.3881
C 1.6106 0.1530 -2.8468 -0.0047 -0.1638 0.2595
C 0.6288 -0.9822 1.5899 0.0055 0.2668 0.2758
C 3.2604 -0.1640 0.0440 0.0837 -0.1769 -0.0249
C -0.7047 -0.9084 1.9420 -0.2384 0.1614 0.1348
C -0.6651 -1.1219 -2.6888 -0.3413 0.0337 0.2803
C -1.6841 -3.0085 -3.7267 0.1034 -0.1343 -0.1897
C -2.8718 -1.8839 -1.9432 -0.1053 -0.0457 0.0395
C 0.9459 1.2988 2.2933 0.2286 -0.2816 -0.2533
H 1.6322 0.0369 -3.9309 0.0402 0.0693 -0.0574
H 0.6425 4.0139 2.4948 0.0221 -0.0408 0.0235
H -3.0734 2.2844 2.7030 0.0134 -0.0300 0.0361
H 1.0770 3.3188 4.0850 0.0025 -0.0008 -0.0483
H -0.0237 1.4671 -0.7569 0.0776 0.1425 0.1161
H 2.3616 -1.8672 -2.5724 0.0538 0.0583 -0.0352
H -1.6677 -3.8051 -4.4560 0.0129 -0.0574 -0.0620
H -2.6748 1.6080 4.3093 -0.0005 -0.0004 -0.0362
H -0.7793 2.2765 3.0869 -0.0323 0.0970 0.0407
H -2.2233 0.3629 -0.2966 0.0855 -0.0361 -0.0246
H 1.9383 1.1639 -2.5972 0.0665 0.0052 -0.0669
H -3.6105 -3.5855 -2.9879 -0.0720 -0.0448 0.0066
H 2.3111 4.1409 3.0984 -0.0992 -0.0064 0.0218
H 3.6198 -0.6071 -2.4603 -0.1369 -0.1265 0.0237
H 0.2343 -2.2439 -4.2935 0.0893 -0.0347 -0.0824
H 1.4793 -0.9265 -0.4829 0.1447 0.0028 -0.0350
H 3.4017 0.7614 1.8057 0.0248 -0.1739 -0.2271
H -4.1878 1.1452 3.4951 0.0663 0.0721 0.0117
H -3.7305 -1.7839 -1.2957 -0.1089 -0.0176 0.0489
H -1.3556 -1.7592 1.8265 -0.0947 -0.1224 -0.0192
H 1.0330 -1.9197 1.2411 0.0708 -0.0792 -0.0684